Density functional theory data (ωB97M-V/def2-TZVPD) for a structure of composition C29H41AuF5OP2.

Calculated values
- Multiplicity: 3
- Largest force on an atom: 2.67 eV/A
- Energy relative to the best compared isomer or geometry (same formula, charge and spin): 0.0000 eV
- Calculated total energy: -68630.229 eV
- HOMO level (alpha / beta): -0.37564 / -0.37554 Ha
- Total charge: +1

Structure (XYZ):
```
79
Properties=species:S:1:pos:R:3:forces:R:3:mulliken_charge:R:1
Au 2.212917 1.491285 -0.578587 -1.786 -1.321 -0.038 0.17
C 0.521805 -1.146194 1.743130 -2.291 1.090 0.767 0.80
C 1.785328 -0.584296 1.605813 0.207 1.291 -1.022 1.10
C 0.283440 1.134489 2.005034 1.853 0.296 -0.299 0.61
C -0.402034 -0.078279 2.043948 1.062 -2.453 0.048 1.09
C 1.673337 0.878534 1.593310 -0.899 0.292 -0.071 -0.63
C 0.192487 -2.594969 1.780783 -0.003 -0.469 0.039 -1.96
H 0.828385 -3.177783 1.094955 -0.277 0.189 0.211 0.39
H -0.866620 -2.815869 1.559652 0.528 0.223 -0.013 0.38
H 0.391006 -2.958767 2.798675 -0.052 -0.149 -0.185 0.38
C -1.731204 -0.256807 2.652205 -0.816 -0.207 0.096 -1.37
H -2.057877 -1.299302 2.631919 0.040 0.150 -0.074 0.35
H -2.520816 0.346118 2.188518 0.212 -0.024 0.061 0.06
H -1.686651 0.033657 3.711263 -0.020 0.017 -0.155 0.35
C -0.271671 2.427346 2.443712 -0.076 0.353 -0.089 -1.26
H -0.688638 2.431839 3.466268 0.187 -0.306 -0.342 0.34
H -1.099304 2.666811 1.766650 0.033 0.207 0.085 0.00
H 0.483772 3.211707 2.390652 -0.208 0.041 -0.053 0.37
C 2.793869 1.763429 2.068521 0.802 0.342 0.216 -1.30
H 3.101326 1.564033 3.103712 0.099 -0.058 -0.116 0.34
H 2.520752 2.821514 2.019495 0.067 -0.161 -0.022 0.45
H 3.650119 1.627427 1.384459 0.182 0.200 0.803 0.35
C 3.061919 -1.283893 1.418691 0.795 -0.349 -0.154 -1.54
H 3.594718 -1.397530 2.382183 -0.162 0.046 -0.331 0.34
H 3.700301 -0.684333 0.751758 -0.006 -0.234 0.302 0.38
H 2.968729 -2.286241 0.972794 -0.133 0.315 0.247 0.38
C -1.294894 -1.510520 -2.489714 0.547 -0.419 0.833 -0.29
C -0.407824 -2.449589 -2.109593 -0.088 0.748 0.355 -0.56
C 1.103560 -2.474027 -2.310562 0.165 -0.411 -0.401 -0.34
C 1.807717 -1.421202 -3.210757 -0.136 -1.165 0.559 0.19
C 2.065092 -0.025137 -2.759500 -0.560 1.594 -0.280 -0.28
C 1.115750 0.978910 -2.773138 0.678 -0.648 -0.193 -0.66
C -0.384439 0.862192 -2.994103 -0.220 0.125 -0.072 1.08
C -1.035359 -0.449803 -3.514866 0.045 0.245 -0.067 -0.19
H 1.346624 -3.455216 -2.771950 0.022 0.388 0.379 0.50
H 1.251703 -1.363587 -4.170604 0.610 0.081 0.929 -1.73
H 1.596123 -2.466666 -1.311855 -0.428 -0.131 -0.391 -0.13
H -0.495026 -0.884608 -4.369790 -0.185 0.425 0.450 -0.60
H -2.253186 -1.430387 -1.945061 0.325 -0.557 -0.649 0.10
H -0.763838 -3.276469 -1.482860 0.116 0.467 0.100 0.46
H -2.010156 -0.160310 -3.936404 0.204 0.034 0.169 0.68
H -0.885543 1.148136 -2.044792 0.293 -0.066 -0.660 -1.18
H 1.458759 2.024937 -2.876857 0.158 -0.388 0.209 0.96
H -0.649346 1.630862 -3.744254 0.221 -0.033 0.393 0.55
H 2.787434 -1.839228 -3.483289 -0.201 -0.024 0.136 0.73
H 3.131020 0.286861 -2.712989 -0.718 -0.099 -0.220 0.48
P 1.166411 -0.742423 -6.195946 -0.437 0.162 -1.012 1.18
C -0.292953 -1.301208 -7.149331 -0.016 -0.115 -0.083 -1.45
C 2.426174 -1.780415 -7.030129 0.070 -0.012 0.082 -1.35
P 2.622297 1.869396 -5.787759 -0.158 0.138 -1.766 0.43
C 1.473964 0.914717 -6.926349 0.068 -0.371 0.272 -1.30
C 4.171369 1.425422 -6.694153 0.227 -0.097 0.559 -1.27
C 2.368774 3.415267 -6.756895 0.062 0.282 0.487 -1.25
H -1.095976 -0.570034 -7.015894 0.019 -0.153 -0.117 0.37
H -0.635201 -2.268859 -6.754586 0.053 0.222 -0.220 0.38
H -0.026834 -1.397506 -8.211038 -0.318 0.004 0.181 0.45
H 2.251615 -1.740923 -8.114348 0.305 -0.104 0.215 0.41
H 2.310860 -2.811262 -6.669096 0.042 0.186 -0.193 0.40
H 3.439338 -1.447962 -6.775809 -0.199 -0.110 -0.181 0.28
H 2.545368 3.219639 -7.825522 -0.044 0.236 0.360 0.36
H 3.059927 4.167869 -6.359440 -0.199 0.093 -0.352 0.41
H 1.336823 3.744219 -6.597311 0.193 0.169 -0.118 0.38
H 0.520222 1.477782 -6.998869 0.478 -0.392 -0.026 0.59
H 1.953612 0.787482 -7.917759 -0.442 0.386 0.299 0.53
H 4.919895 2.178253 -6.421861 0.047 -0.216 -0.162 0.44
H 3.996575 1.438909 -7.777989 0.151 -0.018 0.291 0.40
H 4.531771 0.443056 -6.371933 0.101 0.178 -0.170 0.26
F -7.094091 2.853597 -0.072174 1.820 -0.512 0.002 -0.24
C -5.799422 2.463556 -0.097771 -1.147 0.385 0.017 0.50
C -5.469567 1.109060 0.069102 -0.756 -1.143 0.106 0.16
F -6.453396 0.193983 0.246226 0.886 1.022 -0.155 -0.26
C -4.162570 0.697341 -0.004605 -0.257 -1.344 -0.183 0.17
F -3.869619 -0.626866 0.041524 -0.327 1.530 0.108 -0.33
C -3.081649 1.617782 -0.236773 1.306 -0.333 -0.061 0.66
O -1.884000 1.242669 -0.306941 -1.171 0.363 0.280 -0.39
C -3.462310 2.997535 -0.391806 0.283 1.199 -0.265 0.03
F -2.489413 3.907234 -0.638747 -1.084 -1.054 0.336 -0.30
C -4.777144 3.400451 -0.326165 0.035 1.318 -0.253 0.30
F -5.094622 4.707405 -0.507005 0.225 -1.392 0.232 -0.26
```
Forces are in eV/Å.



Density functional theory data (ωB97M-V/def2-TZVPD) for a structure of composition C29H41Cl5ErP2.

Calculated values
- Multiplicity: 4
- Largest force on an atom: 2.91 eV/A
- Energy relative to the best compared isomer or geometry (same formula, charge and spin): 0.0000 eV
- Calculated total energy: -139541.743 eV
- HOMO level (alpha / beta): -0.35620 / -0.35636 Ha
- Total charge: +1

Structure (XYZ):
```
78
Properties=species:S:1:pos:R:3:forces:R:3:mulliken_charge:R:1
Er 1.721869 0.346659 -0.855801 -0.218 -0.097 1.462 -0.31
C -0.146615 -0.215498 0.742997 0.489 -1.144 0.184 0.39
C -0.043076 -1.415432 -0.049299 0.770 0.477 1.024 1.65
C 1.928068 -1.158763 1.137104 -1.046 -0.038 0.047 1.29
C 1.055788 -0.083465 1.502307 -0.030 -0.920 -0.447 0.80
C 1.249073 -1.975250 0.181529 -0.428 0.899 0.472 0.47
C -1.357795 0.612381 0.977424 -0.324 0.516 0.089 -1.81
H -1.323606 1.564118 0.423973 -0.187 -0.168 0.135 0.09
H -1.420703 0.872032 2.044036 -0.127 -0.078 -0.286 0.51
H -2.271791 0.078525 0.695260 0.141 0.169 0.052 0.39
C 1.275484 0.890552 2.605777 0.065 0.399 0.187 -1.84
H 0.920012 1.895878 2.329457 0.141 -0.226 0.207 0.32
H 2.341309 0.954923 2.858205 -0.299 0.109 0.017 0.38
H 0.723152 0.568795 3.506235 0.206 0.173 -0.260 0.36
C 3.180301 -1.544440 1.829405 0.609 -0.341 0.055 -2.04
H 2.998258 -2.437587 2.446322 0.071 0.260 -0.044 0.24
H 3.552248 -0.744461 2.472279 0.034 -0.165 -0.081 0.40
H 3.976888 -1.808758 1.120842 -0.088 0.081 0.235 0.34
C 1.710583 -3.285965 -0.346591 0.268 -0.255 -0.107 -1.46
H 1.195778 -4.120784 0.153351 0.112 0.186 -0.157 0.35
H 2.786111 -3.407590 -0.171943 -0.191 -0.095 -0.116 0.33
H 1.521595 -3.367540 -1.425447 0.052 -0.150 0.236 0.19
C -1.143521 -2.206962 -0.653669 -0.363 -0.204 -0.435 -1.76
H -1.328780 -3.107332 -0.044168 0.048 0.276 -0.183 0.42
H -0.891338 -2.548160 -1.666859 -0.159 0.003 0.138 0.16
H -2.076154 -1.640464 -0.705728 0.127 -0.224 0.024 0.48
C -3.827660 1.734235 -2.716818 -0.264 0.325 -0.406 -0.64
C -4.419670 1.181142 -3.784986 -0.066 -0.145 0.722 -0.70
C -3.734897 0.438838 -4.909609 -0.025 0.534 -0.549 -0.83
C -2.444969 1.090049 -5.462717 0.346 0.353 -1.103 -0.95
C -1.110893 0.446566 -4.983011 -0.809 -0.386 0.151 -0.15
C -1.139360 -0.219977 -3.631574 1.919 -0.157 0.828 -2.24
C -1.623865 0.541546 -2.410321 -0.035 -0.037 0.069 2.44
C -2.328920 1.887354 -2.570375 -0.260 0.070 0.489 -0.39
H -4.453760 0.423276 -5.746315 0.292 -0.173 0.287 0.47
H -2.445822 2.185467 -5.322467 -0.208 -0.437 0.166 0.34
H -3.544879 -0.613281 -4.630578 -0.108 0.422 -0.068 0.29
H -1.894524 2.450605 -3.405844 -0.337 -0.165 0.430 -0.40
H -4.403010 2.118593 -1.853233 0.061 -0.135 -0.866 0.38
H -5.510251 1.180250 -3.878846 0.311 -0.078 0.401 0.42
H -2.143641 2.476566 -1.651294 -0.037 -0.151 -0.476 0.62
H -2.289979 -0.107898 -1.834810 0.139 0.203 -0.079 0.28
H -1.525089 -1.248642 -3.655602 -0.069 0.506 -0.192 1.01
H -0.782796 0.741354 -1.711935 0.081 -0.235 -0.242 -2.58
H -2.462162 0.980232 -6.562299 -0.059 0.022 0.327 0.64
H -0.865356 -0.345076 -5.725070 0.073 0.300 0.348 0.66
P 0.360350 1.519745 -5.108537 -0.890 -0.631 -2.217 1.40
C 0.109640 3.261551 -4.796425 0.196 0.744 0.158 -1.60
C 0.885817 1.476436 -6.855663 0.192 0.246 -0.238 -1.46
P 1.001472 -0.586759 -3.105360 -2.756 -0.188 -0.899 2.37
C 1.673024 0.716174 -4.250359 0.718 0.376 0.465 -1.95
C 0.975112 -2.113565 -4.136414 0.444 -0.489 0.236 -1.74
C 2.945921 -0.909657 -2.464266 0.991 -0.558 -0.123 -1.40
H 0.936251 3.633393 -4.177670 -0.247 0.065 -0.090 0.46
H -0.846106 3.511388 -4.326230 0.379 -0.110 -0.053 0.49
H 0.149520 3.763416 -5.775111 -0.024 -0.099 0.407 0.55
H 1.271646 2.472971 -7.114076 -0.060 -0.369 -0.120 0.50
H 0.059335 1.220804 -7.533806 0.177 0.161 0.267 0.36
H 1.700333 0.751286 -6.993659 -0.372 0.164 0.020 0.43
H 3.135732 -1.866276 -2.958021 0.337 0.237 0.275 0.76
H 3.165588 -1.074298 -1.365786 0.504 -0.542 -1.036 0.18
H 3.632451 -0.147017 -2.856744 0.172 -0.305 0.260 0.53
H 2.256247 1.512487 -3.747519 -0.156 -0.505 0.085 0.61
H 2.359619 0.237942 -4.969529 -0.310 0.272 0.190 0.73
H 1.361839 -2.940395 -3.521597 -0.081 0.128 -0.391 0.49
H 1.631229 -1.990778 -5.009948 -0.101 -0.161 0.221 0.45
H -0.034929 -2.381364 -4.473372 0.386 0.243 0.146 0.32
Cl 5.585125 0.605296 0.708196 0.161 0.069 0.058 -0.15
C 4.557304 1.990165 0.651233 -0.920 1.227 0.144 0.08
C 3.361874 1.911008 -0.060469 -0.492 0.023 -0.858 -0.52
C 2.551570 3.029290 -0.184771 1.878 0.075 1.131 0.23
Cl 1.035680 2.874472 -1.151412 -0.118 0.789 0.063 -0.23
C 2.867977 4.252487 0.427398 0.097 -0.510 0.153 0.05
Cl 1.786243 5.571278 0.286595 0.049 0.338 0.035 -0.20
C 4.051359 4.325519 1.200092 -0.369 -1.018 -0.670 0.21
Cl 4.479471 5.797868 1.937157 0.045 0.169 0.163 -0.17
C 4.890420 3.180351 1.327492 -0.420 -0.030 -0.428 0.34
Cl 6.300759 3.252865 2.298993 -0.025 0.112 -0.040 -0.17
```
Forces are in eV/Å.